# 1
This record from OMol25 describes a molecular structure, C34H37AsBN7O4Sc. The level of theory is ωB97M-V/def2-TZVPD.

Atoms and positions in Å:
Sc -0.845 -1.135 -1.235
B -4.129 -1.552 -2.060
N -3.329 -0.640 -3.054
C -3.791 0.043 -4.104
C -2.721 0.618 -4.778
C -1.609 0.217 -4.050
N -1.980 -0.546 -3.016
N -3.955 -0.979 -0.618
C -4.876 -0.536 0.239
C -4.251 -0.202 1.433
C -2.909 -0.489 1.206
N -2.735 -0.959 -0.033
H -5.295 -1.507 -2.359
H -3.644 -2.661 -2.084
H -4.850 0.073 -4.310
H -2.749 1.227 -5.666
H -0.565 0.438 -4.214
H -5.916 -0.497 -0.046
H -4.703 0.180 2.334
H -2.069 -0.374 1.875
N 0.172 -4.610 -3.366
C 0.190 -3.589 -2.515
O -0.883 -3.105 -2.095
C 1.506 -3.029 -2.049
C 1.363 -1.541 -1.687
H -0.710 -4.986 -3.674
H 1.024 -4.991 -3.737
H 2.277 -3.251 -2.792
H 1.761 -3.616 -1.159
H 1.629 -0.943 -2.568
H 2.121 -1.287 -0.941
O -0.551 0.840 -0.846
As 0.308 2.031 -0.043
C 0.188 3.657 -1.004
C -0.814 3.822 -1.951
C -0.918 5.036 -2.617
C -0.027 6.061 -2.329
C 0.976 5.884 -1.380
C 1.090 4.675 -0.712
C 2.162 1.557 -0.013
C 2.772 1.576 -1.267
C 4.093 1.178 -1.398
C 4.806 0.761 -0.281
C 4.203 0.750 0.968
C 2.879 1.149 1.109
C -0.545 2.275 1.647
C -1.713 3.034 1.607
C -2.487 3.162 2.749
C -2.099 2.534 3.926
C -0.939 1.771 3.963
C -0.160 1.634 2.823
H -1.495 3.009 -2.174
H -1.691 5.178 -3.360
H -0.112 7.007 -2.849
H 1.670 6.686 -1.166
H 1.874 4.529 0.021
H 2.217 1.895 -2.140
H 4.566 1.191 -2.371
H 5.839 0.454 -0.383
H 4.769 0.442 1.839
H 2.435 1.151 2.090
H -2.019 3.525 0.693
H -3.395 3.751 2.721
H -2.702 2.637 4.818
H -0.642 1.277 4.880
H 0.718 1.010 2.863
O 5.395 -2.045 3.293
C 4.218 -1.452 3.785
N 3.051 -1.846 3.023
C 2.059 -2.623 3.554
O 2.023 -2.966 4.718
C 0.949 -3.003 2.614
C 0.209 -4.153 2.854
C -0.840 -4.468 2.007
C -1.134 -3.613 0.957
N -0.429 -2.505 0.729
C 0.590 -2.215 1.539
H 5.445 -2.955 3.605
H 4.366 -0.379 3.696
H 4.016 -1.702 4.823
H 3.111 -1.746 2.022
H 0.458 -4.772 3.708
H -1.438 -5.356 2.161
H -1.959 -3.806 0.281
H 1.125 -1.296 1.317

As for the spin multiplicity: 1. The charge is +1. The calculation puts the frontier orbital gap at 0.31377 Eh. The calculation puts the energy relative to the best compared isomer or geometry (same formula, charge and spin) at 0.00 kJ/mol.


# 2
This record from OMol25 describes a molecular structure, C34H37AsBeN2O3Te. The level of theory is ωB97M-V/def2-TZVPD.

Atoms and positions in Å:
Be 0.162 0.050 0.802
C 3.926 -0.311 2.752
N 2.757 0.025 3.580
C 3.017 0.425 4.978
C 1.555 0.040 3.061
O 1.354 -0.280 1.857
C 0.367 0.380 3.945
O -0.677 0.929 3.165
C -1.912 0.254 3.219
C -1.959 -0.848 2.164
O -1.165 -0.770 1.187
N -2.787 -1.860 2.268
C -3.855 -1.933 3.276
C -2.723 -2.996 1.337
H 4.623 -0.882 3.360
H 3.614 -0.903 1.902
H 4.410 0.602 2.408
H 4.071 0.265 5.175
H 2.795 1.480 5.128
H 2.445 -0.185 5.674
H 0.057 -0.546 4.442
H 0.643 1.099 4.713
H -2.096 -0.147 4.215
H -2.690 0.987 2.999
H -3.936 -1.014 3.843
H -4.800 -2.094 2.760
H -3.672 -2.769 3.948
H -1.833 -2.926 0.721
H -2.690 -3.910 1.928
H -3.613 -3.007 0.709
C 1.634 -5.508 -0.294
C 2.404 -4.480 0.234
C 2.059 -3.159 -0.017
C 0.948 -2.868 -0.802
C 0.179 -3.896 -1.335
C 0.524 -5.216 -1.075
As 0.572 -1.016 -1.209
C -0.958 -1.102 -2.366
C -2.296 -1.234 -2.031
C -3.242 -1.300 -3.046
C -2.841 -1.224 -4.375
C -1.503 -1.057 -4.703
C -0.548 -0.986 -3.696
C 0.907 -0.759 -3.898
C 1.550 -0.618 -5.122
C 2.921 -0.406 -5.160
C 3.666 -0.333 -3.988
C 3.037 -0.471 -2.758
C 1.669 -0.678 -2.735
H 1.905 -6.538 -0.103
H 3.275 -4.709 0.834
H 2.669 -2.361 0.388
H -0.678 -3.675 -1.960
H -0.067 -6.019 -1.498
H -2.607 -1.281 -0.995
H -4.292 -1.407 -2.804
H -3.579 -1.284 -5.164
H -1.212 -0.973 -5.742
H 0.992 -0.674 -6.048
H 3.417 -0.296 -6.116
H 4.735 -0.172 -4.032
H 3.616 -0.422 -1.844
C 0.543 3.603 -1.120
Te 0.318 2.579 0.727
C -1.611 3.480 0.692
C -1.326 4.806 0.022
C -2.086 5.942 0.265
C -1.776 7.131 -0.381
C -0.708 7.188 -1.266
C 0.055 6.055 -1.510
C -0.256 4.862 -0.872
H 0.127 2.982 -1.912
H 1.595 3.783 -1.317
H -2.007 3.570 1.700
H -2.264 2.844 0.095
H -2.915 5.904 0.961
H -2.362 8.018 -0.185
H -0.460 8.118 -1.759
H 0.891 6.102 -2.197

As for the spin multiplicity: 1. The charge is +2. The calculation puts the frontier orbital gap at 0.30124 Eh. The calculation puts the energy relative to the best compared isomer or geometry (same formula, charge and spin) at 40.90 kJ/mol.